{"formula": "C26H56Br12N2O3S3", "method": "wB97M-V/def2-TZVPD", "spin_multiplicity": 2, "charge": 1, "gap_ev": [7.06, 2.47], "homo_energy_ev": [-10.994, -10.994], "symbols": ["C", "C", "C", "C", "N", "H", "H", "H", "H", "H", "H", "H", "C", "C", "C", "C", "N", "H", "H", "H", "H", "H", "H", "H", "C", "S", "O", "C", "H", "H", "H", "H", "H", "H", "C", "S", "O", "C", "H", "H", "H", "H", "H", "H", "C", "S", "O", "C", "H", "H", "H", "H", "H", "H", "Br", "C", "C", "Br", "H", "H", "H", "H", "Br", "C", "C", "Br", "H", "H", "H", "H", "Br", "C", "C", "Br", "H", "H", "H", "H", "Br", "C", "C", "Br", "H", "H", "H", "H", "Br", "C", "C", "Br", "H", "H", "H", "H", "Br", "C", "C", "Br", "H", "H", "H", "H"], "coordinates": [[-17.5010, -2.4669, -15.0964], [-16.6212, -3.0029, -16.1808], [-16.6250, -2.2900, -17.5321], [-15.8418, -1.0181, -17.4232], [-15.2318, 0.0044, -17.3154], [-18.5536, -2.4406, -15.3782], [-17.3495, -1.4130, -14.8630], [-17.3893, -3.0378, -14.1747], [-16.7866, -4.0755, -16.2826], [-15.5863, -3.0436, -15.8412], [-17.6261, -2.0014, -17.8522], [-16.0916, -2.8197, -18.3215], [-15.7859, -9.6747, -13.1215], [-16.3410, -8.6403, -12.1882], [-17.7441, -8.8506, -11.4888], [-17.8886, -10.0763, -10.5686], [-17.9387, -10.9833, -9.8908], [-14.7742, -9.4286, -13.4439], [-16.5080, -9.6373, -13.9372], [-15.7382, -10.7364, -12.8795], [-16.2969, -7.6989, -12.7359], [-15.5968, -8.5647, -11.3955], [-18.4325, -9.0385, -12.3127], [-17.8780, -8.0157, -10.8010], [-12.1233, -2.5841, -8.6074], [-10.8681, -2.7328, -7.3177], [-9.6423, -3.4976, -7.8544], [-10.4924, -0.9324, -7.1388], [-12.0316, -3.4170, -9.3044], [-12.0258, -1.6400, -9.1433], [-13.1151, -2.6669, -8.1629], [-9.7158, -0.7956, -6.3863], [-11.3512, -0.3723, -6.7687], [-10.2089, -0.5395, -8.1152], [-16.7219, -0.7406, -9.6527], [-17.3977, 0.9882, -9.7669], [-18.3079, 1.1037, -11.0135], [-18.4282, 0.7562, -8.1912], [-15.6647, -0.7525, -9.3876], [-16.9459, -1.3307, -10.5413], [-17.2011, -1.3349, -8.8747], [-18.9302, 1.7019, -7.9870], [-17.7341, 0.5967, -7.3661], [-19.1017, -0.0949, -8.2922], [-17.8264, -5.0194, -11.2945], [-16.9557, -4.6209, -9.6604], [-16.6755, -5.7314, -8.6508], [-15.4482, -4.1026, -10.5530], [-17.9040, -4.1412, -11.9353], [-18.7765, -5.3621, -10.8846], [-17.4213, -5.8123, -11.9233], [-15.6731, -3.1553, -11.0431], [-15.0521, -4.8008, -11.2904], [-14.6684, -4.0320, -9.7947], [-15.1531, -6.0858, -17.5054], [-14.1929, -7.2352, -16.1909], [-13.6118, -6.3877, -14.9674], [-15.0478, -5.4156, -13.9934], [-13.3155, -7.6426, -16.6933], [-14.9130, -7.9291, -15.7572], [-12.8919, -5.6487, -15.3191], [-12.9807, -6.9437, -14.2741], [-20.6005, -8.1102, -7.0590], [-18.7987, -7.5120, -7.6355], [-17.7752, -8.4532, -7.1103], [-17.6303, -8.4162, -5.1616], [-18.6775, -6.4815, -7.3017], [-18.6272, -7.5605, -8.7108], [-16.7833, -8.3326, -7.5459], [-17.9663, -9.4742, -7.4408], [-20.4881, -2.3488, -10.4473], [-20.1960, -1.4131, -12.1640], [-21.4902, -1.0708, -12.6836], [-21.4404, 0.1750, -14.3227], [-19.6269, -2.1637, -12.7124], [-19.5683, -0.5322, -12.0290], [-22.0428, -0.6563, -11.8405], [-21.8901, -1.9959, -13.0990], [-15.8370, 3.0334, -13.2764], [-15.3685, 1.2249, -13.9198], [-14.7116, 0.4423, -12.7638], [-14.7830, -1.5205, -13.1419], [-14.7213, 1.2013, -14.7966], [-16.2847, 0.7671, -14.2927], [-15.2523, 0.6495, -11.8403], [-13.6553, 0.6513, -12.5947], [-13.8181, -6.9597, -6.2124], [-15.1969, -5.5475, -5.7323], [-15.1875, -5.2489, -4.2605], [-16.7704, -4.0863, -3.7360], [-16.2110, -5.8454, -5.9988], [-14.8907, -4.5974, -6.1700], [-14.2532, -4.7116, -4.0980], [-15.2573, -6.0653, -3.5418], [-22.1063, -4.2538, -14.9054], [-20.2238, -4.6098, -15.0896], [-19.9991, -6.1350, -14.9036], [-18.0333, -6.7979, -15.2077], [-19.7382, -4.1310, -14.2392], [-19.9910, -4.2938, -16.1064], [-20.5757, -6.5939, -15.7068], [-20.2940, -6.5401, -13.9356]], "forces_ev_per_angstrom": [[-0.904, 1.053, -0.007], [1.039, -1.018, -0.083], [0.639, 1.332, 0.329], [1.992, 4.051, 0.558], [-2.572, -4.441, -0.366], [-0.149, -0.476, -0.126], [0.578, 0.032, 0.094], [0.014, -0.064, 0.042], [-0.561, -0.007, -0.428], [0.175, 0.396, 0.153], [-0.039, -0.223, -0.189], [-0.362, -0.462, 0.054], [-1.043, -0.661, -1.259], [0.753, -0.534, 2.291], [1.304, -1.885, -0.002], [1.020, 2.804, -2.488], [-0.212, -1.429, 1.228], [-0.160, 0.320, -0.188], [0.467, -0.238, -0.836], [-0.225, 0.161, 0.884], [-0.529, 0.120, 0.163], [-0.024, 0.409, 0.420], [-0.662, 0.720, 0.375], [-0.697, 0.253, -0.570], [-0.110, 0.155, -0.550], [1.792, -1.056, 0.431], [-2.151, 1.786, 0.452], [-0.010, -0.367, -0.321], [0.368, -0.010, 0.085], [-0.042, -0.074, -0.102], [0.041, 0.209, 0.279], [0.168, -0.308, -0.268], [-0.331, -0.340, -0.098], [0.248, 0.011, 0.099], [-0.352, -0.623, 0.307], [-1.751, -0.546, -0.750], [1.486, -0.691, 2.434], [0.546, 0.580, -0.842], [0.116, 0.304, -0.441], [0.277, 0.600, -0.528], [-0.333, 0.379, 0.348], [-0.212, -0.162, -0.247], [0.213, -0.127, -0.158], [-0.056, 0.200, -0.167], [-1.467, -1.033, 1.410], [1.597, -1.036, -2.152], [-0.532, 1.366, -1.851], [0.898, 0.213, 1.523], [0.020, 0.492, 0.720], [-0.424, 0.251, -0.670], [0.826, -0.227, 0.607], [-0.029, 0.142, 0.206], [-0.783, -0.566, -0.040], [0.033, 0.537, 0.025], [0.676, -0.695, 0.676], [0.366, 1.808, 1.775], [-0.039, 0.080, -1.475], [0.923, -0.388, -0.234], [-0.441, -0.341, -0.064], [0.191, -0.266, -0.614], [-0.537, 0.408, -0.225], [-0.763, -0.558, 0.203], [0.726, 0.446, -0.661], [-0.266, -0.171, 0.188], [0.707, -0.987, 0.403], [0.118, -0.015, -0.471], [-0.102, -0.189, 0.139], [-0.887, 0.081, -0.227], [0.180, 0.806, 0.271], [-0.562, -0.075, 0.440], [0.297, 0.146, 0.069], [2.869, -0.065, 0.354], [-1.657, -0.021, -1.614], [0.165, -0.991, 1.605], [-0.174, 0.208, -0.363], [0.129, -0.126, 0.608], [-0.579, 0.379, -0.788], [-0.816, 0.450, 0.153], [0.447, -0.786, -0.428], [0.328, -0.591, 0.131], [-0.599, 0.314, -0.228], [0.063, 0.600, 0.257], [0.147, 0.705, 0.135], [-0.130, 0.067, 0.563], [-0.031, -0.424, -0.061], [-0.170, 0.083, -0.311], [-1.202, 1.131, 0.299], [-0.200, -0.178, 0.413], [0.273, 0.265, 0.951], [1.139, -0.587, -0.647], [0.396, -0.362, -0.545], [-0.057, -0.409, -0.680], [-0.338, 0.264, 0.642], [-0.061, -0.127, -0.508], [-0.341, -0.092, 0.140], [0.666, -1.543, 0.863], [0.132, 0.090, -1.211], [-1.969, 0.904, 0.392], [0.137, 0.587, -0.682], [0.507, 0.158, 0.485], [0.304, -0.506, 0.229], [0.149, 0.246, -0.133]], "lowdin_spin": [0.000, 0.000, 0.000, 0.000, 0.000, 0.000, 0.000, 0.000, 0.000, 0.000, 0.000, 0.000, 0.000, 0.000, 0.000, 0.000, 0.000, 0.000, 0.000, 0.000, 0.000, 0.000, 0.000, 0.000, 0.000, 0.000, 0.000, 0.000, 0.000, 0.000, 0.000, 0.000, 0.000, 0.000, 0.002, 0.003, 0.003, 0.000, 0.000, 0.000, 0.002, 0.000, 0.000, 0.000, 0.059, 0.270, 0.567, 0.053, 0.000, 0.000, 0.008, -0.001, 0.010, 0.000, 0.000, 0.000, 0.000, 0.005, 0.000, 0.000, 0.000, 0.000, 0.002, 0.000, 0.001, 0.001, 0.000, 0.000, 0.000, 0.000, 0.006, 0.000, 0.000, 0.000, 0.000, 0.000, 0.000, 0.000, 0.000, 0.000, 0.000, 0.001, 0.000, 0.000, 0.000, 0.000, 0.004, 0.000, 0.000, 0.000, 0.000, 0.000, 0.000, 0.000, 0.000, 0.000, 0.000, 0.002, 0.000, 0.000, 0.000, 0.000]}



{"formula": "C13H15N", "method": "wB97M-V/def2-TZVPD", "relative_energy_kj_mol": 558.3, "gap_ev": [8.63, 6.78], "homo_energy_ev": [-8.683, -6.860], "symbols": ["C", "C", "C", "C", "C", "C", "C", "C", "C", "C", "C", "C", "C", "N", "H", "H", "H", "H", "H", "H", "H", "H", "H", "H", "H", "H", "H", "H", "H"], "coordinates": [[4.0606, 0.8248, 0.4974], [3.5843, 0.8777, -0.8955], [3.1885, 0.3749, 1.5429], [2.3401, 0.3767, -1.2103], [1.8496, 0.1136, 1.1467], [1.4636, -0.0110, -0.1705], [-2.0310, 1.2826, -0.3005], [-2.2123, -0.1949, 0.2138], [-0.4865, -1.1893, -1.6091], [0.1715, -0.5703, -0.5447], [-1.0775, -1.1096, -0.1553], [-3.3231, 1.9912, 0.0279], [-1.1811, -2.3964, 0.7068], [-1.1119, 1.8401, -0.8937], [4.9851, 1.2085, 0.8970], [4.2464, 1.1377, -1.6425], [3.5400, 0.3232, 2.5676], [1.9604, 0.5090, -2.2022], [1.1590, -0.0921, 1.9461], [-2.3584, -0.2168, 1.2968], [-3.2308, -0.4650, -0.0622], [-1.1343, -0.6426, -2.2667], [-0.0661, -2.1736, -1.7914], [-3.0625, 3.0280, 0.0879], [-3.7386, 1.5297, 0.9877], [-4.0180, 1.8140, -0.7477], [-0.8761, -2.1552, 1.6384], [-0.4695, -3.2103, 0.3842], [-2.1713, -2.8048, 0.5510]], "forces_ev_per_angstrom": [[-2.062, -0.528, 0.122], [-0.138, -1.336, 3.828], [-0.404, 1.021, -3.089], [0.453, 0.869, 0.951], [1.529, -0.553, 1.889], [-1.611, -0.696, -1.278], [-1.539, -1.710, 1.190], [0.634, 1.231, -0.621], [-1.558, -1.060, 0.239], [2.976, 3.178, 1.713], [-0.367, -1.849, 0.685], [0.394, -0.353, 1.731], [0.769, -0.979, -4.289], [0.921, -0.494, -0.155], [0.563, -0.009, -0.823], [1.234, 0.891, -1.429], [-0.254, 0.122, -0.103], [-0.108, -0.457, -0.497], [-0.423, -0.271, 0.014], [0.580, 0.504, 0.237], [0.051, -0.542, -0.809], [0.338, 0.010, -0.981], [-0.438, -0.108, -0.897], [-0.511, 0.705, 0.346], [0.481, 1.103, -1.179], [-0.865, -0.097, -0.884], [0.215, 0.571, 3.439], [-0.558, 0.915, -0.019], [-0.305, -0.080, 0.668]], "mulliken_charge": [-0.348, -0.802, -0.705, -0.392, -0.177, 0.939, 0.996, -1.258, -0.916, -0.641, 1.258, -1.281, -1.934, -0.669, 0.347, 0.462, 0.384, 0.368, 0.387, 0.549, 0.557, 0.307, 0.323, 0.440, 0.279, 0.289, 0.441, 0.351, 0.445]}



{"formula": "CH27O16Pd", "method": "wB97M-V/def2-TZVPD", "spin_multiplicity": 3, "charge": 1, "gap_ev": [8.67, 8.07], "homo_energy_ev": [-12.556, -12.614], "symbols": ["Pd", "C", "O", "O", "O", "H", "O", "H", "H", "O", "H", "H", "O", "H", "H", "O", "H", "H", "O", "H", "H", "O", "H", "H", "O", "H", "H", "O", "H", "H", "O", "H", "H", "O", "H", "H", "O", "H", "H", "O", "H", "H", "O", "H", "H"], "coordinates": [[15.6831, 5.6123, -14.8850], [13.9277, 7.1145, -16.3392], [12.9460, 7.9054, -16.2348], [14.3285, 6.7246, -17.5583], [14.4623, 6.6041, -15.3810], [13.7467, 6.9373, -18.3401], [12.3097, 6.3696, -19.6776], [11.8403, 6.3991, -20.5180], [12.6500, 5.4587, -19.6794], [17.2034, 5.9614, -15.6561], [17.3904, 6.0854, -16.5716], [18.0728, 5.8099, -15.3177], [13.4556, 7.6840, -13.0632], [12.5591, 7.6211, -12.8232], [13.5657, 7.8040, -14.0026], [15.1331, 4.0939, -15.7005], [14.1386, 3.9310, -15.7344], [15.5603, 3.4538, -16.2782], [10.4708, 5.5984, -17.9504], [10.4414, 6.1517, -17.1355], [11.1848, 5.8986, -18.5203], [12.0261, 5.2760, -13.7860], [11.3311, 5.8112, -13.4568], [12.0877, 5.4850, -14.7111], [15.8836, 5.2905, -13.2647], [15.9833, 6.0498, -12.6289], [15.6530, 4.5579, -12.7056], [13.5566, 10.3894, -16.0371], [14.1858, 10.2637, -16.7401], [13.2509, 9.4653, -16.0502], [12.9346, 3.7476, -18.8346], [13.0861, 4.1506, -17.9940], [11.9441, 3.6782, -18.7868], [16.8102, 5.1242, -18.2653], [15.9969, 5.4841, -18.5312], [16.6003, 4.1991, -18.1803], [10.3878, 7.6912, -16.0213], [9.9207, 7.0470, -15.4356], [11.3190, 7.5475, -15.9402], [11.3092, 8.9060, -18.7185], [11.0355, 9.6350, -18.0891], [11.7665, 8.3191, -18.0943], [16.3400, 7.9517, -13.5303], [17.0796, 8.4838, -13.2471], [15.6391, 8.4649, -13.1831]], "forces_ev_per_angstrom": [[2.559, -0.306, -2.677], [-4.899, 2.814, -3.842], [1.535, -1.671, -0.325], [0.566, -0.638, -0.789], [-9.463, 7.937, -3.314], [0.054, 0.395, 1.057], [0.759, -0.496, -0.281], [-0.163, 0.671, -0.090], [0.234, -0.144, 0.035], [9.323, 2.226, -4.225], [-0.340, 0.044, -2.174], [1.129, -0.252, 0.994], [2.467, 0.236, 0.665], [-1.555, 0.099, 0.090], [-0.698, 0.091, -0.400], [-4.724, -7.342, -3.610], [1.739, -0.069, -0.061], [0.045, -0.239, -0.145], [-0.251, -0.895, 1.338], [-0.030, -0.035, -1.270], [-0.128, 0.788, -0.002], [1.098, -1.232, -0.107], [-1.131, 0.675, 0.543], [-0.141, 0.277, -0.585], [2.521, -2.939, 18.085], [0.101, -0.311, -0.562], [-0.015, -1.007, 0.840], [0.059, -0.417, 0.131], [0.699, 0.840, -0.635], [-0.590, 0.574, 0.584], [-1.485, -0.343, -0.548], [0.392, 0.561, 0.954], [0.933, -0.188, -0.271], [1.641, -0.461, 0.789], [-1.813, 1.235, -0.672], [0.292, -0.665, -0.209], [-2.233, -0.982, 0.733], [0.493, 0.979, -0.545], [1.144, 0.065, 0.372], [-0.061, 1.078, 1.487], [0.293, -1.052, -1.222], [-0.252, 0.146, -0.350], [1.033, -0.831, -0.207], [0.869, 0.076, -0.093], [-2.006, 0.703, 0.511]], "lowdin_spin": [1.343, 0.026, 0.026, 0.005, 0.170, 0.001, 0.000, 0.000, 0.000, 0.123, 0.007, 0.010, 0.000, 0.000, 0.000, 0.110, 0.008, 0.013, 0.000, 0.000, 0.000, 0.001, 0.000, 0.000, 0.113, 0.010, 0.004, 0.001, 0.000, 0.000, 0.001, 0.000, 0.000, 0.000, 0.000, 0.000, 0.000, 0.000, 0.000, 0.000, 0.000, 0.000, 0.025, 0.001, 0.000]}